1) # C3H9NO4

A cluster of 2 separate species, C3H9NO4 in total (ωB97M-V with the def2-TZVPD basis set, the OMol25 dataset).

The geometry in XYZ format:
```
17
Properties=species:S:1:pos:R:3:lowdin_charge:R:1
C -0.917 -1.039 0.700 -0.60
C 1.155 0.558 0.111 -0.33
C 0.700 1.253 -2.066 -0.14
N 0.443 1.376 -0.631 -0.05
O 0.003 -1.759 1.468 0.03
O -1.714 -0.274 1.544 0.02
O -1.658 -1.946 -0.054 0.03
O 1.391 0.907 1.388 0.05
H 0.185 -1.185 2.230 0.10
H -2.558 -0.067 1.109 0.11
H -1.457 -2.816 0.319 0.10
H 0.881 1.717 1.553 0.13
H 1.766 -0.287 -0.227 0.16
H -0.482 -0.132 -0.087 0.16
H 0.762 0.209 -2.398 0.08
H -0.125 1.721 -2.607 0.07
H 1.626 1.763 -2.352 0.08
```

HOMO energy (eV): -8.81
SMILES: C/N=C/O.OC(O)O
Kohn-Sham gap (eV): 9.61
Multiplicity: 1


2) # C3H9NO4

A cluster of 3 separate species, C3H9NO4 in total (ωB97M-V with the def2-TZVPD basis set, the OMol25 dataset).

The geometry in XYZ format:
```
17
Properties=species:S:1:pos:R:3:lowdin_charge:R:1
C -1.091 0.876 -1.169 -0.34
N 0.238 0.959 -1.395 0.04
C 1.068 -0.171 -0.970 -0.13
C 0.656 -1.489 -1.576 -0.26
O 1.010 -2.552 -1.149 0.07
O -1.612 0.018 -0.478 0.01
H -1.713 1.671 -1.602 0.14
H 0.525 1.465 -2.216 0.13
H 1.084 -0.173 0.120 0.11
H 2.088 -0.024 -1.336 0.14
H 0.047 -1.449 -2.503 0.13
H 1.295 1.432 2.911 0.04
H 0.436 0.232 2.974 0.02
O 1.114 0.628 2.408 -0.06
H -2.415 -0.686 2.232 0.05
H -1.247 -0.277 1.422 -0.02
O -1.482 -0.461 2.326 -0.06
```

HOMO energy (eV): -9.90
SMILES: O=CCNC=O.O.O
Kohn-Sham gap (eV): 10.49
Multiplicity: 1


Stability, lowest: 1)


1) # C2H7NS2

A cluster of 2 separate species, C2H7NS2 in total (ωB97M-V with the def2-TZVPD basis set, the OMol25 dataset).

The geometry in XYZ format:
```
12
Properties=species:S:1:pos:R:3:lowdin_charge:R:1
C -2.213 -0.524 -1.249 -0.12
N -2.635 -0.526 -0.035 0.00
H -1.352 -0.012 -1.577 0.00
H -2.565 -1.431 -1.722 0.06
H -2.897 -1.518 0.264 0.07
C 0.529 1.665 -0.700 -0.53
S 1.286 0.085 -0.501 0.40
S 0.880 -0.476 1.506 0.37
H -0.178 2.143 -0.048 0.05
H 1.335 2.368 -0.887 0.03
H -0.204 1.595 -1.476 0.00
H -0.247 -0.058 1.302 -0.34
```

HOMO energy (eV): -8.46
SMILES: C=N.CSS
Kohn-Sham gap (eV): 8.89
Multiplicity: 1


2) # C2H7NS2

A cluster of 2 separate species, C2H7NS2 in total (ωB97M-V with the def2-TZVPD basis set, the OMol25 dataset).

The geometry in XYZ format:
```
12
Properties=species:S:1:pos:R:3:lowdin_charge:R:1
C -0.770 -0.074 -1.363 -0.19
C -0.541 0.332 0.077 -0.68
N 1.486 0.693 0.241 -0.51
S -0.827 -0.849 1.263 0.74
S 2.336 -0.442 1.152 0.58
H -0.240 -1.025 -1.754 0.11
H -0.552 0.791 -2.012 0.07
H -1.880 -0.104 -1.464 0.08
H -0.937 1.335 0.198 0.08
H 1.331 1.501 0.780 -0.05
H -1.073 -1.894 0.472 -0.11
H 1.666 -0.264 2.410 -0.13
```

HOMO energy (eV): -8.21
Kohn-Sham gap (eV): 8.89
Multiplicity: 1


3) # C2H7NS2

A cluster of 2 separate species, C2H7NS2 in total (ωB97M-V with the def2-TZVPD basis set, the OMol25 dataset).

The geometry in XYZ format:
```
12
Properties=species:S:1:pos:R:3:lowdin_charge:R:1
C 0.963 1.603 -0.753 -0.19
N -0.326 1.620 -1.003 -0.06
H 1.765 0.738 -1.017 0.10
H 1.336 2.378 -0.024 0.06
H -0.863 2.052 -0.205 0.06
C 0.440 -1.015 0.852 -0.51
S -0.266 -1.253 -0.786 0.38
S -2.179 -2.160 -0.482 0.30
H 0.253 -0.144 1.533 0.06
H 0.209 -1.902 1.405 0.01
H 1.482 -0.893 0.632 0.00
H -2.816 -1.023 -0.151 -0.21
```

HOMO energy (eV): -8.39
SMILES: C=N.CSS
Kohn-Sham gap (eV): 8.89
Multiplicity: 1


4) # C2H7NS2

A cluster of 2 separate species, C2H7NS2 in total (ωB97M-V with the def2-TZVPD basis set, the OMol25 dataset).

The geometry in XYZ format:
```
12
Properties=species:S:1:pos:R:3:lowdin_charge:R:1
C -0.638 1.901 0.243 -0.07
C 0.914 -1.853 1.276 -0.90
N 1.091 -0.887 2.149 -0.40
S -0.029 -3.176 1.365 0.58
S 2.214 0.454 1.851 0.75
H -0.622 2.950 0.462 0.01
H -1.068 1.079 0.770 0.00
H -1.178 1.790 -0.715 0.02
H 1.557 -1.938 0.365 0.06
H 0.410 -0.722 2.885 0.10
H 0.395 1.454 0.082 -0.02
H 3.240 -0.085 1.155 -0.13
```

HOMO energy (eV): -8.54
SMILES: S=CNS.C
Kohn-Sham gap (eV): 8.79
Multiplicity: 1


Stability, lowest: 2)